C23H38O in the gas phase. Source: OMol25; level of theory: ωB97M-V/def2-TZVPD.

Computed properties:
- relative energy (zero: lowest compared OMol25 entry of this formula, charge and spin) (eV) = 0.113
- molecular weight (g mol⁻¹) = 330.6
- orbital gap (eV) = 9.22
- LUMO level (eV) = 0.84
- E_HOMO (eV) = -8.38
- energy (eV) = -26514.078
- SMILES = CC(=O)CC/C=C(/C)CC/C=C(/C)CC/C=C(\C)CCC=C(C)C

Cartesian coordinates (Å):
C 2.84 2.85 -1.74
C 2.61 1.48 -2.34
O 1.81 1.29 -3.22
C 3.44 0.38 -1.72
H 3.38 0.46 -0.63
C 2.97 -1.01 -2.17
C 3.73 -2.10 -1.48
C 3.27 -2.99 -0.62
C 4.18 -4.02 -0.01
H 5.20 -3.89 -0.34
H 4.15 -3.95 1.08
H 3.85 -5.02 -0.29
C 1.84 -3.06 -0.14
H 1.18 -2.57 -0.86
H 1.53 -4.10 -0.06
C 1.67 -2.37 1.23
C 0.22 -2.15 1.53
C -0.34 -1.03 1.98
C -1.81 -0.93 2.21
H -2.32 -1.84 1.90
H -2.22 -0.09 1.65
H -2.02 -0.75 3.26
C 0.45 0.22 2.29
H 1.38 -0.04 2.78
H -0.13 0.84 2.98
C 0.76 1.05 1.03
C -0.42 1.81 0.52
C -1.17 1.51 -0.54
C -0.95 0.30 -1.39
H -0.58 -0.54 -0.81
H -1.87 0.00 -1.87
H -0.22 0.52 -2.18
C -2.29 2.41 -0.98
H -2.26 2.50 -2.07
H -2.17 3.40 -0.55
C -3.67 1.86 -0.57
C -3.87 1.88 0.91
C -4.73 1.11 1.58
C -5.60 0.10 0.89
H -6.28 -0.37 1.60
H -6.19 0.57 0.10
H -4.99 -0.68 0.43
C -4.88 1.20 3.06
H -5.90 1.49 3.32
H -4.69 0.22 3.52
H -4.19 1.92 3.49
H -3.27 2.60 1.45
H -3.79 0.84 -0.95
H -4.44 2.47 -1.05
H -0.66 2.71 1.09
H 1.55 1.77 1.29
H 1.15 0.39 0.25
H -0.41 -3.01 1.34
H 2.22 -1.43 1.22
H 2.11 -3.01 2.00
H 4.78 -2.13 -1.74
H 1.90 -1.09 -1.99
H 3.12 -1.09 -3.25
H 4.48 0.54 -2.01
H 3.85 2.96 -1.37
H 2.62 3.62 -2.47
H 2.14 2.96 -0.91

A molecular structure, C23H39BBr3ClFI2N4O2S at a distorted geometry. Source: OMol25; level of theory: ωB97M-V/def2-TZVPD.

Computed properties:
- molecular weight (g mol⁻¹) = 994.4
- orbital gap (eV) = 7.07
- LUMO level (eV) = -3.65
- E_HOMO (eV) = -10.71
- energy (eV) = -287605.486
- net charge = +1

Cartesian coordinates (Å):
C -0.31 -5.14 3.51
C -0.82 -4.44 2.22
C 0.42 -4.00 1.39
C 0.09 -2.82 0.42
O 0.78 -1.61 0.67
N 0.35 -0.30 0.50
C 0.87 0.24 1.88
I 2.47 -1.13 2.76
C 0.11 0.29 3.21
C 0.97 1.15 4.23
I -0.17 -1.63 4.25
C -1.10 0.00 0.14
Br -2.35 -0.53 1.62
C -1.90 -0.63 -1.06
C -2.39 -2.00 -1.58
C -3.34 -2.86 -0.71
Cl -1.27 -3.09 -2.54
C -1.29 1.59 -0.14
F -2.42 1.74 -1.00
C -1.87 2.51 0.95
C -1.21 2.97 2.26
N -0.29 2.11 -1.08
C -0.65 3.22 -1.82
Br -0.51 5.06 -1.08
C -1.10 3.20 -3.05
C -1.30 1.92 -3.80
Br -1.54 4.76 -4.06
C 1.15 1.81 -0.87
C 1.66 2.93 0.14
B 2.06 2.28 -2.16
N 1.75 2.13 -3.59
O 3.33 2.73 -1.91
C 1.34 0.33 -0.53
C 1.11 -0.41 -1.94
C 2.36 -0.96 -2.64
N 2.67 -0.17 -0.27
C 3.65 0.42 0.06
S 4.94 1.18 0.48
H 0.70 -4.84 3.78
H -0.29 -6.23 3.40
H -0.94 -4.92 4.37
H -1.45 -3.58 2.47
H -1.41 -5.18 1.68
H 1.31 -3.85 2.01
H 0.64 -4.89 0.80
H -0.98 -2.75 0.50
H 0.42 -3.20 -0.53
H 1.55 1.08 1.78
H -0.87 0.71 3.35
H 1.83 1.63 3.77
H 1.29 0.56 5.09
H 0.35 1.95 4.65
H -2.91 -0.28 -0.86
H -1.56 -0.14 -1.98
H -3.05 -1.75 -2.41
H -4.24 -2.25 -0.57
H -2.95 -3.10 0.28
H -3.62 -3.73 -1.29
H -2.88 2.18 1.20
H -2.09 3.45 0.44
H -1.34 4.05 2.43
H -0.15 2.79 2.42
H -1.73 2.52 3.11
H -1.97 1.22 -3.30
H -1.74 2.14 -4.78
H -0.39 1.38 -4.02
H 0.82 3.23 0.76
H 2.48 2.65 0.79
H 1.94 3.86 -0.35
H 1.97 2.98 -4.11
H 2.29 1.38 -4.01
H 3.87 2.64 -2.70
H 0.56 -1.35 -1.77
H 0.44 0.13 -2.60
H 2.01 -1.26 -3.64
H 3.16 -0.24 -2.81
H 2.72 -1.88 -2.19

Among the records above, which one has the lowest molecular weight? C23H38O